ORCA calculation (the ωB97M-V functional and the def2-TZVPD basis) on C9H11ClN4 in the gas phase in a non-equilibrium geometry.

The geometry in XYZ format:
```
25
C9H11ClN4 the ωB97M-V functional and the def2-TZVPD basis
C 1.153 -0.177 -4.118
C 0.354 -0.161 -3.232
N -0.764 -0.072 -2.417
C -0.871 -0.869 -1.343
C -2.024 -0.654 -0.372
C -1.596 0.358 0.718
C -0.188 0.227 1.327
C 1.067 0.618 0.599
C 2.381 -0.062 1.103
N 0.948 1.212 -0.498
Cl 2.266 1.640 -1.517
N -0.016 -1.727 -0.936
C 1.028 -2.167 -1.574
N 2.015 -2.643 -1.935
H 2.128 -0.139 -4.485
H -1.577 0.406 -2.769
H -2.821 -0.382 -0.920
H -2.126 -1.584 0.258
H -1.528 1.356 0.286
H -2.520 0.233 1.466
H -0.089 0.846 2.197
H -0.035 -0.960 1.404
H 2.392 0.164 2.153
H 3.242 0.579 0.734
H 2.382 -1.020 0.644
```

The calculation puts the total energy at -27988.843 eV. The value obtained for the frontier orbital gap is 9.57 eV. The molar mass comes out at 210.67 g/mol. Its spin multiplicity is 1. Its SMILES is C#CN/C(CCC/C(C)=N/Cl)=N\C#N.